Molecular formula: C15H19DyN3O2
Method: DFT, wB97M-V/def2-TZVPD

Last column: Löwdin spin population.
Element x y z (Å)
C 0.88 -3.25 -1.23  0.045
H 1.07 -5.35 -1.67  0.003
C 0.39 -4.58 -1.33  0.076
C -3.99 0.13 0.55  0.080
C 2.87 2.44 -0.38  0.014
H -1.50 2.31 -0.50  0.004
H -3.33 3.91 -0.18  0.002
H 5.11 -0.79 -0.08  0.000
H 4.76 1.46 -0.45  0.000
C -4.99 1.03 0.74  0.036
N 0.14 -2.23 -0.84  0.041
H 0.46 2.88 1.89  0.001
C -1.72 -3.77 -0.60  0.089
O 3.23 0.10 -0.09  0.045
C 4.12 -0.98 0.32  0.004
H 2.18 2.61 2.25  0.000
H 2.69 2.34 -1.46  0.006
N -2.04 -1.51 -0.20  0.082
H -2.76 -3.90 -0.33  0.003
O 1.57 2.29 0.27  0.045
C -3.47 2.86 0.02  0.095
C -1.16 -2.50 -0.54  0.020
C 1.47 3.01 1.53  0.005
H -1.32 -5.85 -1.07  -0.002
H 1.66 4.07 1.34  0.000
Dy 0.85 0.18 -0.49  3.789
C -2.70 0.58 0.08  0.222
H 1.92 -3.06 -1.48  0.002
C -2.46 1.96 -0.15  0.038
C -0.91 -4.85 -1.01  -0.008
H 4.14 -1.04 1.40  0.000
H -5.55 3.12 0.62  0.010
C 3.83 1.40 0.11  0.005
H 4.06 1.52 1.18  0.001
C -4.75 2.40 0.47  0.269
H 3.24 3.44 -0.21  0.000
N -1.64 -0.29 -0.20  -0.021
H -4.14 -0.92 0.75  0.001
H -5.96 0.72 1.09  -0.001
H 3.73 -1.90 -0.10  0.001

Net charge = +3
LUMO level (alpha / beta) = -11.7 / -13.5 eV
Multiplicity = 6
E_HOMO (alpha / beta) = -17.9 / -19.7 eV